{"formula": "C33H88O33S11", "method": "ωB97M-V/def2-TZVPD", "smiles": "CCOS(C)(=O)=O.CCOS(C)(=O)=O.CCOS(C)(=O)=O.CCOS(C)(=O)=O.CCOS(C)(=O)=O.CCOS(C)(=O)=O.CCOS(C)(=O)=O.CCOS(C)(=O)=O.CCOS(C)(=O)=O.CCOS(C)(=O)=O.CCOS(C)(=O)=O", "molar_mass_g_mol": 1365.8, "homo_lumo_gap_ev": 10.455, "e_lumo_ev": -0.13, "multiplicity": 1, "e_above_lowest_kj_mol": 32.0, "symbols": ["C", "C", "O", "S", "C", "O", "O", "H", "H", "H", "H", "H", "H", "H", "H", "C", "C", "O", "S", "C", "O", "O", "H", "H", "H", "H", "H", "H", "H", "H", "C", "C", "O", "S", "C", "O", "O", "H", "H", "H", "H", "H", "H", "H", "H", "C", "C", "O", "S", "C", "O", "O", "H", "H", "H", "H", "H", "H", "H", "H", "C", "C", "O", "S", "C", "O", "O", "H", "H", "H", "H", "H", "H", "H", "H", "C", "C", "O", "S", "C", "O", "O", "H", "H", "H", "H", "H", "H", "H", "H", "C", "C", "O", "S", "C", "O", "O", "H", "H", "H", "H", "H", "H", "H", "H", "C", "C", "O", "S", "C", "O", "O", "H", "H", "H", "H", "H", "H", "H", "H", "C", "C", "O", "S", "C", "O", "O", "H", "H", "H", "H", "H", "H", "H", "H", "C", "C", "O", "S", "C", "O", "O", "H", "H", "H", "H", "H", "H", "H", "H", "C", "C", "O", "S", "C", "O", "O", "H", "H", "H", "H", "H", "H", "H", "H"], "xyz": [[1.93452, -3.02972, 4.46799], [2.26505, -4.27848, 3.67558], [1.64348, -5.36841, 4.41127], [1.72639, -6.84764, 3.82000], [3.51841, -7.13565, 3.72141], [1.17590, -7.71520, 4.81065], [1.23665, -6.80863, 2.46951], [0.84887, -2.97355, 4.58583], [2.16997, -2.10256, 3.94471], [2.38571, -3.08575, 5.45611], [1.75875, -4.28420, 2.70980], [3.32349, -4.48346, 3.54324], [4.04341, -6.37280, 3.14982], [3.68127, -8.12456, 3.30657], [3.89889, -7.02374, 4.73708], [2.57686, 6.49518, 3.75964], [1.44129, 6.71745, 2.79505], [1.07475, 5.46319, 2.17640], [-0.31861, 5.35867, 1.40765], [-1.45143, 5.10825, 2.80256], [-0.72525, 6.59865, 0.80988], [-0.22993, 4.13781, 0.65608], [2.19199, 6.04623, 4.67663], [2.96147, 7.47972, 4.03898], [3.43434, 5.92927, 3.40592], [0.57126, 7.18809, 3.25952], [1.70015, 7.39177, 1.97455], [-1.07390, 4.25370, 3.35810], [-2.44913, 4.87043, 2.44412], [-1.44008, 6.04501, 3.35250], [-0.18582, 2.04555, 5.19899], [0.79895, 2.53355, 4.14238], [1.91408, 1.64014, 4.26557], [3.03287, 1.66410, 3.10438], [2.16902, 0.79112, 1.79922], [3.17449, 3.03220, 2.67323], [4.12149, 0.87173, 3.57625], [-0.63120, 1.10009, 4.90387], [-0.94620, 2.80316, 5.41268], [0.29966, 1.96508, 6.17259], [0.37730, 2.42552, 3.13976], [1.08227, 3.57418, 4.29408], [1.70563, -0.07485, 2.27182], [2.93637, 0.48234, 1.09572], [1.36173, 1.40673, 1.41023], [-1.03956, 1.41260, -1.02291], [-1.16821, -0.07945, -1.20287], [-0.81575, -0.74277, 0.01867], [-1.45607, -2.21094, 0.30357], [-0.51325, -2.49453, 1.81396], [-2.84388, -2.05631, 0.65212], [-1.08196, -3.09597, -0.76802], [-0.02941, 1.75689, -0.81354], [-1.69573, 1.80106, -0.23745], [-1.39686, 1.92368, -1.91935], [-2.15068, -0.36000, -1.58829], [-0.41238, -0.35777, -1.94117], [0.54918, -2.44288, 1.58051], [-0.90721, -3.45292, 2.14381], [-0.72532, -1.65017, 2.46453], [-4.29847, -4.10987, -2.14250], [-4.44964, -2.58846, -2.26711], [-3.81651, -2.39107, -3.57184], [-4.22966, -1.10298, -4.44937], [-5.95674, -1.50074, -4.80917], [-4.16848, 0.02762, -3.56073], [-3.44972, -1.11220, -5.66099], [-4.90907, -4.50876, -1.32760], [-3.24497, -4.25436, -1.91003], [-4.60539, -4.69077, -3.00932], [-5.46232, -2.19793, -2.34192], [-3.80443, -2.09066, -1.55049], [-6.01962, -2.53669, -5.12504], [-6.28940, -0.83445, -5.60196], [-6.49348, -1.25899, -3.89678], [-0.42548, 0.10436, -4.67058], [0.98156, -0.45320, -4.76918], [1.61386, -0.51405, -3.47426], [2.44691, 0.73376, -2.89006], [3.72354, 0.94427, -4.16890], [1.58744, 1.89059, -2.96899], [3.11095, 0.34436, -1.68685], [-0.47073, 0.88339, -3.91479], [-1.13048, -0.67690, -4.38250], [-0.75493, 0.41980, -5.66072], [0.94012, -1.48994, -5.10278], [1.64696, 0.13878, -5.40082], [3.35743, 1.59138, -4.95823], [3.75821, -0.04165, -4.63990], [4.62935, 1.18781, -3.62886], [5.02249, 6.80830, 0.87639], [5.26473, 5.34665, 0.56365], [5.01148, 5.13342, -0.84220], [4.41404, 3.68950, -1.24263], [2.68564, 4.03957, -0.84356], [4.59025, 3.61364, -2.65880], [4.95122, 2.67210, -0.38565], [5.73207, 7.52669, 0.45578], [5.08690, 6.96537, 1.95565], [4.07119, 7.22332, 0.53386], [6.29790, 5.08808, 0.78396], [4.56914, 4.76196, 1.16782], [1.96536, 3.75792, -1.60496], [2.47256, 5.04867, -0.50611], [2.57289, 3.36039, 0.00602], [-5.33734, 1.60227, -0.81290], [-5.92087, 2.79588, -0.05419], [-5.06849, 3.92468, -0.27517], [-5.75894, 5.38999, -0.23771], [-6.02501, 5.56141, 1.52207], [-4.77399, 6.30670, -0.72003], [-7.05133, 5.31097, -0.86774], [-6.07169, 0.79934, -0.85196], [-4.45067, 1.24062, -0.29091], [-5.04469, 1.93139, -1.80778], [-6.95513, 2.94927, -0.35638], [-5.88436, 2.55907, 1.01433], [-6.91508, 5.01514, 1.81516], [-6.12895, 6.63391, 1.68478], [-5.14280, 5.22712, 2.06208], [3.89153, -3.14016, -3.04939], [3.11721, -3.21969, -1.75682], [3.97120, -3.75108, -0.71290], [4.18262, -2.84316, 0.58628], [5.35758, -1.61167, 0.01839], [2.90284, -2.29022, 0.96744], [4.82746, -3.68921, 1.54688], [4.72184, -2.43413, -2.99514], [3.25766, -2.74391, -3.84550], [4.20169, -4.13516, -3.36145], [2.68298, -2.27928, -1.41208], [2.24942, -3.87657, -1.84279], [6.34668, -2.00578, -0.18373], [5.36844, -0.76487, 0.70265], [4.90338, -1.23730, -0.90272], [-0.82213, -4.19553, -3.79683], [-0.00356, -4.86764, -4.86483], [1.16727, -4.09191, -5.19056], [1.98082, -4.47435, -6.52030], [1.15289, -3.42211, -7.72919], [3.31536, -3.96392, -6.42104], [1.69497, -5.85189, -6.83870], [-0.80653, -4.66895, -2.82000], [-1.86879, -4.22250, -4.12324], [-0.72779, -3.11085, -3.71770], [0.28920, -5.88971, -4.62019], [-0.58200, -4.99413, -5.78646], [1.29022, -2.39306, -7.41195], [0.09129, -3.65428, -7.77558], [1.64756, -3.69342, -8.65843], [-2.98903, 0.53451, 2.96758], [-3.58843, -0.74366, 3.49251], [-2.59241, -1.44755, 4.24109], [-2.81035, -2.98461, 4.65708], [-4.16555, -2.81428, 5.80060], [-3.23018, -3.74936, 3.51751], [-1.59877, -3.39059, 5.30286], [-3.69721, 1.01375, 2.29071], [-2.08055, 0.34672, 2.39019], [-2.70984, 1.20535, 3.77925], [-4.45409, -0.50173, 4.12308], [-4.00759, -1.39018, 2.71852], [-5.01020, -2.34157, 5.30675], [-3.81658, -2.24227, 6.65523], [-4.44393, -3.83412, 6.06079]], "lowdin_charge": [-0.041, -0.247, -0.265, 0.585, -0.107, -0.273, -0.289, 0.058, 0.071, 0.087, 0.100, 0.091, 0.053, 0.070, 0.072, -0.056, -0.250, -0.274, 0.583, -0.084, -0.263, -0.276, 0.080, 0.088, 0.067, 0.115, 0.117, 0.037, 0.062, 0.065, -0.054, -0.273, -0.257, 0.603, -0.093, -0.293, -0.254, 0.067, 0.075, 0.087, 0.102, 0.106, 0.059, 0.055, 0.060, -0.060, -0.252, -0.264, 0.622, -0.084, -0.283, -0.268, 0.057, 0.071, 0.091, 0.107, 0.095, 0.047, 0.079, 0.056, -0.046, -0.207, -0.309, 0.592, -0.102, -0.291, -0.281, 0.085, 0.061, 0.082, 0.102, 0.081, 0.077, 0.074, 0.057, -0.046, -0.227, -0.287, 0.603, -0.088, -0.284, -0.268, 0.062, 0.055, 0.093, 0.103, 0.109, 0.074, 0.063, 0.063, -0.072, -0.250, -0.262, 0.602, -0.092, -0.277, -0.275, 0.079, 0.071, 0.076, 0.127, 0.094, 0.053, 0.068, 0.045, -0.055, -0.280, -0.261, 0.597, -0.115, -0.257, -0.287, 0.081, 0.063, 0.078, 0.114, 0.112, 0.071, 0.073, 0.058, -0.053, -0.248, -0.240, 0.603, -0.084, -0.293, -0.281, 0.079, 0.055, 0.089, 0.089, 0.129, 0.081, 0.077, 0.039, -0.052, -0.246, -0.282, 0.591, -0.104, -0.275, -0.279, 0.071, 0.071, 0.076, 0.123, 0.112, 0.057, 0.068, 0.072, -0.049, -0.278, -0.269, 0.577, -0.109, -0.270, -0.258, 0.076, 0.070, 0.068, 0.115, 0.106, 0.064, 0.078, 0.078]}